Entry 1:
# C5H8N2

One molecule with the formula C5H8N2 in a non-equilibrium geometry (ωB97M-V/def2-TZVPD, OMol25).

The SMILES is N#C[C@H](N)C1CC1. As for the frontier orbital gap: 11.21 eV.

Element x y z (Å)
N (2.1146, 2.5548, 0.0684)
C (0.7600, 0.3255, 0.4964)
H (1.8959, -0.9778, -0.5948)
H (2.4425, -0.7677, 0.9361)
C (-1.1764, -1.0361, -0.5892)
C (-1.8315, 0.1232, 0.0979)
H (-1.5205, -1.3245, -1.5783)
H (-2.6346, 0.6445, -0.4139)
H (-0.3445, 0.8827, -1.3415)
C (1.5008, 1.5936, 0.2660)
H (-0.8251, -1.8608, 0.0234)
N (1.6033, -0.8583, 0.3707)
H (-1.9450, 0.0753, 1.1778)
H (0.3999, 0.3590, 1.5317)
C (-0.4394, 0.2665, -0.4506)

Atoms 1-6, force components in eV/Å:
N -0.60 -0.91 0.20
C -0.16 0.05 0.08
H -0.01 0.02 0.09
H -0.11 -0.01 -0.07
C 0.02 -0.18 -0.06
C -0.17 0.10 0.10

***

Entry 2:
# C5H11N

One molecule with the formula C5H11N in a non-equilibrium geometry (ωB97M-V/def2-TZVPD, OMol25).

The SMILES is C[C@@H]1CCCN1. As for the frontier orbital gap: 9.80 eV.

Element x y z (Å)
N (1.3184, -0.1413, -0.0939)
H (0.0345, -0.5768, 1.9706)
C (0.3430, 0.8507, 0.4315)
H (-1.8826, 0.4398, 0.1518)
H (-0.8054, 0.9452, 2.1698)
H (-1.5043, -1.3108, -1.1883)
H (-1.0436, 1.4023, -1.1402)
H (0.2218, -1.9317, 0.0082)
C (-0.9555, 0.6432, -0.3716)
H (0.9281, 0.8702, 2.6116)
H (0.6235, 1.8992, 0.2501)
H (2.0040, 0.2217, -0.7440)
C (0.1725, 0.4945, 1.9211)
H (1.1439, -1.7006, -1.5227)
H (-0.4615, -0.3368, -2.3693)
C (-0.7141, -0.5822, -1.3364)
C (0.5772, -1.1866, -0.7482)

Atoms 1-6, force components in eV/Å:
N 0.67 0.66 -0.48
H 0.22 -0.29 0.29
C 0.31 -0.71 0.29
H 0.03 0.52 0.40
H 0.37 -0.14 0.56
H -0.25 -0.01 -0.77

***

Entry 3:
# C2HClNO2

A 2-piece molecular cluster, C2HClNO2 overall in a non-equilibrium geometry (ωB97M-V/def2-TZVPD, OMol25).

As for the frontier orbital gap: 8.92 eV. The charge is -1.

Element x y z (Å)
H (0.9154, -1.8177, -0.0036)
C (2.8674, 0.0219, 0.2144)
O (2.3898, -0.7058, 1.0906)
O (3.5865, -0.2056, -0.7471)
Cl (2.4940, 1.8018, 0.4094)
C (0.4910, -0.1022, -1.1032)
N (0.5849, -1.1553, -0.5913)

Atoms 1-6, force components in eV/Å:
H 1.32 -2.07 2.06
C 1.31 -1.91 0.28
O 0.29 0.60 0.17
O -0.26 0.20 0.03
Cl -0.30 1.18 0.34
C -0.61 -1.31 -0.01

***

Entry 4:
# C3H5F2P

A 2-piece molecular cluster, C3H5F2P overall in a non-equilibrium geometry (ωB97M-V/def2-TZVPD, OMol25).

As for the frontier orbital gap (spin up / spin down): 7.79 / 8.60 eV.

Element x y z (Å)
H (-0.2663, 2.1896, 0.9439)
F (2.1033, 1.4035, -0.8119)
F (1.5251, -1.9079, 0.0662)
C (-0.6474, -0.7286, 0.3323)
H (-2.5222, 0.2449, 0.2082)
H (-1.0080, -1.6338, 0.9301)
C (-1.5257, 0.0830, -0.1999)
H (-1.0866, 0.8699, -0.7378)
P (1.9271, 0.5908, 0.5853)
C (0.7815, -0.6627, -0.1361)
H (0.7192, -0.4486, -1.1802)

Atoms 1-6, force components in eV/Å:
H 0.69 -0.33 0.07
F 0.28 -0.08 0.43
F -1.25 1.10 -0.32
C -0.22 -3.23 0.72
H 0.05 -0.49 -0.48
H 0.92 1.46 -0.46

***

Entry 5:
# C7H11NOS

One molecule with the formula C7H11NOS in a non-equilibrium geometry (ωB97M-V/def2-TZVPD, OMol25).

The SMILES is CCc1c(C)sc(=O)n1C. As for the frontier orbital gap: 8.71 eV.

Element x y z (Å)
S (-0.0306, 2.1199, 1.9135)
H (-2.7327, 1.9118, -0.1077)
C (-0.6269, -1.1881, -0.4179)
H (1.9897, -1.4594, 0.0930)
H (0.6884, -0.7590, -2.1716)
H (-0.2715, -2.1388, -2.3869)
H (-1.0171, -0.4419, -2.5805)
H (-0.0784, -1.9337, 0.0667)
C (2.3678, -0.4397, 0.2259)
N (1.2015, 0.2308, 0.6335)
C (-0.3153, -1.0456, -1.9565)
C (-0.9746, 1.0153, 0.8906)
H (-1.7337, -1.4763, -0.4031)
C (-0.2034, -0.0060, 0.3973)
H (-2.8548, 0.3150, 0.3486)
H (3.2112, -0.2987, 0.9172)
C (-2.4764, 1.1756, 0.7386)
H (2.7477, -0.1305, -0.7720)
C (1.4790, 1.3676, 1.3678)
O (2.5892, 1.7183, 1.5970)
H (-2.9591, 1.4636, 1.6065)

Atoms 1-6, force components in eV/Å:
S -0.27 -0.16 -0.80
H 0.54 -0.53 1.40
C -1.63 1.48 -1.79
H 1.06 -0.34 0.14
H 0.78 0.81 0.13
H -0.62 1.90 0.61

***

Entry 6:
# C16H33AsN2O4SSeTi

C16H33AsN2O4SSeTi as an isolated structure (ωB97M-V/def2-TZVPD, OMol25).

As for the spin multiplicity: 3. As for the frontier orbital gap (spin up / spin down): 8.17 / 9.47 eV. The charge is +2. Its expectation value of S² is 2.003.

Element x y z (Å)
H (-4.9244, -0.9556, 2.2181)
H (3.5179, -0.7401, -2.0741)
H (3.2546, 0.4102, -0.7512)
H (-1.5994, 0.5076, -5.9658)
S (-2.5390, 0.4860, 0.0749)
H (1.4507, 0.0395, -3.2119)
H (0.9152, -0.7494, -7.1211)
H (-4.4271, -0.2970, -2.5724)
O (0.6434, 0.9974, 0.9326)
H (1.6164, -3.3050, -6.3363)
C (0.4575, 2.3283, 0.4201)
H (0.0042, -3.9086, -2.9406)
H (0.9585, 3.3138, -1.4210)
H (2.2721, 2.3458, -0.7212)
C (-5.1609, -0.4522, -1.7839)
N (-0.1179, -0.7808, -5.2370)
H (-5.8053, -1.2955, -2.0288)
H (-2.8395, -2.8102, 0.4817)
Ti (-0.1918, -0.3322, -0.6150)
O (0.8209, 1.2650, -1.7298)
C (1.9165, 0.6506, -2.4403)
O (1.8830, -1.1343, -0.8545)
As (-4.2076, -0.8238, -0.1607)
C (1.1970, 2.3856, -0.9000)
H (-0.7827, 1.3128, 2.3954)
H (-6.3386, -1.0643, 1.1372)
H (0.9706, -3.2265, 0.4967)
C (-3.6769, -2.6723, -0.1993)
H (0.8959, 3.0615, 1.1019)
H (0.0665, -4.8254, -4.4623)
H (2.6419, -0.7073, 1.0184)
C (0.1203, 0.7219, 2.2393)
H (-5.5571, 0.5123, 1.4366)
H (-3.3702, -2.9309, -1.2118)
C (2.3609, -1.5828, 0.4246)
H (0.8782, 1.0059, 2.9713)
H (-0.0059, 1.2491, -5.6810)
C (1.2406, -2.3500, 1.0849)
C (2.7546, -0.1998, -1.5088)
H (-5.7618, 0.4449, -1.6488)
H (1.5325, -2.6691, 2.0862)
H (3.2360, -2.2234, 0.2921)
H (1.5760, -4.2616, -3.7032)
Se (-1.3421, -1.4763, -2.7270)
H (-4.5154, -3.2954, 0.1084)
C (0.5288, -4.0291, -3.8834)
C (-0.7376, 0.5395, -5.3023)
C (-5.3925, -0.5570, 1.3202)
N (0.4317, -2.7752, -4.6215)
C (0.6770, -1.3080, -6.2335)
H (2.5213, 1.4279, -2.9111)
C (-0.2120, -0.7897, 2.3631)
H (-1.0566, 0.8225, -4.3032)
O (0.0381, -1.5542, 1.1616)
H (-0.6132, 2.5260, 0.3180)
C (1.0189, -2.5551, -5.8497)
C (-0.2656, -1.6874, -4.2520)
H (0.3548, -1.2499, 3.1716)
H (-1.2754, -0.9012, 2.5579)

Atoms 1-6, force components in eV/Å:
H -0.01 0.02 0.00
H 0.01 0.03 0.00
H 0.00 0.01 -0.02
H -0.01 0.03 0.01
S 0.09 0.13 0.16
H 0.02 0.00 0.01

***

Entry 7:
# C22H28N2O4

One molecule with the formula C22H28N2O4 (ωB97M-V/def2-TZVPD, OMol25).

The SMILES is COc1ccc2[nH]c(C)c(CCNCc3cc(OC)c(OC)c(OC)c3)c2c1. As for the frontier orbital gap: 8.19 eV.

Element x y z (Å)
C (-5.0316, 0.8322, -0.7932)
H (0.9706, -0.3848, 2.5583)
H (3.6177, 1.7262, -1.9434)
C (-2.8172, 1.5962, -0.1972)
C (-2.5211, 0.5946, 0.7291)
H (0.0426, 4.2787, -0.9621)
H (0.4302, -0.9446, -2.3320)
C (-1.2781, 0.6246, 1.3948)
H (-0.0295, -1.1073, 3.8438)
H (0.6393, 4.2129, 0.7136)
H (0.6191, 1.6217, 1.5762)
C (2.6751, 1.1756, -1.9240)
H (-2.0574, -4.2683, -0.5872)
H (1.7733, -3.2098, 1.8950)
N (3.1955, -0.8779, 1.1000)
H (-4.7545, -0.1522, -1.1793)
C (1.7933, -0.9156, -0.6533)
C (2.1551, -1.5744, 0.5466)
H (-0.0653, -4.0801, 0.5367)
H (-0.7514, -5.0395, -1.5336)
O (-3.4379, -0.3986, 1.0352)
H (2.5652, 0.6459, -2.8731)
H (-2.8275, -1.7574, -0.4079)
H (0.5781, 1.5981, -1.7161)
H (-3.8856, -2.3492, 0.9063)
C (0.7423, -1.4162, -1.4143)
H (-2.1577, -2.0275, 1.2215)
H (-5.8298, 1.2469, -1.4100)
C (0.4565, -3.1963, 0.2061)
O (-0.9422, -2.9904, -1.7904)
C (-0.3485, 1.6062, 1.1054)
H (3.6885, -1.1292, 1.9400)
C (-1.8638, 2.5848, -0.4624)
H (-5.3752, 0.7323, 0.2377)
H (4.1876, 2.0421, 1.0702)
C (2.6847, 0.1922, -0.8012)
C (0.0822, -2.5556, -0.9818)
C (1.4929, -2.7107, 0.9786)
N (1.6426, 2.9188, -0.5493)
C (3.5160, 0.1826, 0.2850)
H (2.4068, 3.5826, -0.6343)
H (5.2574, 0.6745, 1.4116)
C (-3.0407, -1.7046, 0.6656)
C (0.0543, -0.2764, 3.1443)
C (4.6066, 1.1220, 0.6627)
O (-1.0881, -0.3534, 2.3301)
H (5.2055, 1.3822, -0.2073)
C (1.5117, 2.1609, -1.7797)
H (0.0835, 0.6663, 3.7004)
O (-3.9694, 1.7529, -0.9040)
H (1.4597, 2.8103, -2.6724)
H (-2.1221, 3.3374, -1.1908)
H (-2.2091, -4.4275, -2.3529)
C (-1.5101, -4.2496, -1.5363)
C (-0.6390, 2.5883, 0.1657)
C (0.4188, 3.6067, -0.1710)

Atoms 1-6, force components in eV/Å:
C -0.40 -0.17 0.03
H -0.02 0.04 0.05
H 0.06 0.02 -0.12
C 0.09 -0.05 0.13
C -0.24 -0.32 -0.06
H -0.01 -0.06 0.12

***

Entry 8:
# C4H7NO2

One molecule with the formula C4H7NO2 (ωB97M-V/def2-TZVPD, OMol25).

The SMILES is C[C@@]1(C(N)=O)CO1. As for the frontier orbital gap: 10.74 eV.

Element x y z (Å)
H (-0.5051, 2.1275, 0.3900)
O (-0.8243, -1.2660, 0.2451)
H (-1.4669, 1.2865, -0.8431)
C (-0.1950, -0.8565, 1.4582)
C (1.1105, 0.0679, -0.5255)
C (-0.1709, 0.0029, 0.2829)
H (-0.8704, -0.5962, 2.2712)
H (1.8516, -0.6147, -2.2834)
H (0.2575, -1.1935, -1.8980)
N (1.0085, -0.5391, -1.7362)
C (-1.0660, 1.2136, 0.1723)
O (2.0978, 0.6611, -0.1320)
H (0.6827, -1.4340, 1.7335)
H (-1.9100, 1.1405, 0.8651)

Atoms 1-6, force components in eV/Å:
H -0.04 -0.15 -0.02
O -0.29 -0.02 -0.19
H 0.07 0.02 0.07
C 0.13 -0.03 0.31
C 0.10 0.12 0.06
C 0.00 0.22 0.09

***

Asked for energy relative to the best compared isomer or geometry (same formula, charge and spin) across the records above, the calculation gives 129.0 72.5 146.5 470.7 2.0 14.4 338.4 118.9 kJ/mol in order.